# C40H44AsCl2N3PSeYb

A molecular structure, C40H44AsCl2N3PSeYb at a distorted geometry (the ωB97M-V functional and the def2-TZVPD basis, the OMol25 dataset).

XYZ file:
```
93
Properties=species:S:1:pos:R:3
Yb -1.7686 0.9985 -1.3719
C -4.0046 1.2441 -5.9578
C -4.1586 0.2380 -5.0260
C -3.6082 0.3736 -3.7554
C -2.9330 1.5440 -3.3371
C -2.8622 2.5602 -4.2982
C -3.3414 2.4134 -5.6019
H -4.3713 1.0950 -6.9565
H -4.6811 -0.6619 -5.2984
H -3.7346 -0.4793 -3.1014
H -2.4289 3.5294 -4.0366
H -3.2051 3.1964 -6.3334
Se -0.3866 -0.9421 -2.6176
C -1.6480 -2.2590 -2.0596
C -1.9272 -3.3527 -2.8488
C -2.8145 -4.3043 -2.3641
N -3.4819 -4.2058 -1.2198
C -3.2319 -3.1303 -0.4765
C -2.3023 -2.1564 -0.8439
H -1.4082 -3.4935 -3.7888
H -2.9947 -5.2205 -2.9237
H -3.7689 -3.0617 0.4629
H -2.0192 -1.4073 -0.0912
N -0.1293 1.2764 -5.0317
C 0.9712 1.8360 -4.1828
C 0.6244 3.1727 -3.5223
N -0.2036 3.0609 -2.2936
H -0.1200 0.2561 -5.0255
H -0.1132 1.6240 -5.9936
H -1.0997 1.5320 -4.6536
H 1.8532 1.9213 -4.8231
H 1.1809 1.0724 -3.4320
H 0.1293 3.8457 -4.2230
H 1.5722 3.6559 -3.2839
H -0.9172 3.7730 -2.3433
H 0.3601 3.3170 -1.4923
Cl -4.8192 2.0824 2.4244
C -5.3055 1.9545 0.7726
Cl -4.1731 0.7548 -0.1372
H -5.1877 2.9104 0.2638
H -6.2889 1.5048 0.6840
C 1.1949 -0.3082 0.5284
C 2.3239 -0.4887 1.4935
As 1.9291 -1.1573 3.3222
C 3.6656 -2.0509 3.4703
C 4.8372 -1.3658 3.1670
C 6.0668 -2.0118 3.2525
C 6.1220 -3.3384 3.6604
C 4.9620 -4.0086 4.0062
C 3.7344 -3.3600 3.8968
C 0.8397 -2.6808 2.7742
C -0.3766 -2.8706 3.4031
C -1.1856 -3.9460 3.0835
C -0.7674 -4.8434 2.1129
C 0.4545 -4.6662 1.4780
C 1.2476 -3.5860 1.8044
P 0.2814 1.2515 0.6547
C -0.2965 1.3742 2.3546
C -1.5052 0.7577 2.6494
C -1.9351 0.6622 3.9635
C -1.1521 1.1989 4.9799
C 0.0668 1.8050 4.6812
C 0.5039 1.8664 3.3777
C 1.4909 2.5831 0.4286
C 1.2678 3.8413 0.9775
C 2.2191 4.8377 0.8172
C 3.3879 4.5925 0.1102
C 3.6025 3.3411 -0.4460
C 2.6609 2.3408 -0.2855
H 0.4578 -1.1105 0.6301
H 1.5477 -0.3750 -0.5163
H 2.8956 0.4422 1.6381
H 3.0278 -1.1955 1.0613
H 4.8059 -0.3231 2.8548
H 6.9748 -1.4868 3.0028
H 7.0864 -3.8272 3.7073
H 5.0048 -5.0377 4.3523
H 2.8335 -3.8992 4.1447
H -0.6799 -2.1814 4.1840
H -2.1185 -4.0803 3.6009
H -1.3832 -5.6938 1.8603
H 0.8094 -5.3754 0.7400
H 2.2012 -3.4645 1.3020
H -2.1147 0.3340 1.8637
H -2.8437 0.1393 4.2038
H -1.4703 1.1262 6.0134
H 0.6891 2.1885 5.4682
H 1.4596 2.3097 3.1421
H 0.3711 4.0208 1.5503
H 2.0600 5.7943 1.2803
H 4.1336 5.3664 0.0255
H 4.5202 3.1304 -0.9568
H 2.8387 1.3606 -0.7303
```

Energy: -8772.00954 Eh
HOMO energy (alpha / beta): -0.446 / -0.446 Eh
Net charge: +2
2S+1: 2
Expectation value of S²: 0.751